Entry 1:
{"formula": "C4H7NO4S", "method": "ωB97M-V/def2-TZVPD", "e_lumo_ha": [-0.1061, -0.0663], "total_charge": 0, "homo_lumo_gap_ev": [6.7, 8.4], "de_lowest_kj_mol": 691.8, "e_tot_ha": -910.24733, "largest_force_ha_per_bohr": 0.0748, "species": ["C", "C", "C", "C", "N", "O", "O", "O", "O", "S", "H", "H", "H", "H", "H", "H", "H"], "xyz": [[0.7106, 0.2019, 0.0137], [0.1936, -1.0872, -0.4596], [-0.1670, 0.8503, 0.9810], [-2.2677, -0.0230, -0.8756], [-2.6034, -1.1063, -0.0679], [-2.8857, -2.1871, -0.5850], [-2.5357, -0.8953, 1.1735], [-0.8769, 2.1844, -1.0527], [-2.5573, 2.1038, 0.7827], [-1.6155, 1.4199, -0.0987], [1.6338, -0.1217, 0.4886], [0.8618, 0.8902, -0.7281], [0.4634, -1.6127, -1.4223], [-0.4473, -1.7468, 0.0394], [-0.4323, 0.2511, 1.8363], [0.0854, 1.7869, 1.3955], [-2.4652, 0.0159, -1.9432]], "mulliken_charge": [-0.44, -0.56, -0.90, -0.57, 0.87, -0.57, -0.52, -0.64, -0.64, 1.16, 0.35, 0.44, 0.30, 0.47, 0.40, 0.42, 0.43]}

---

Entry 2:
{"formula": "C4H7NOS", "method": "ωB97M-V/def2-TZVPD", "e_lumo_ha": 0.0172, "smiles": "OC[C@H]1CC(=S)N1", "total_charge": 0, "homo_lumo_gap_ev": 8.7, "de_lowest_kj_mol": 144.1, "e_tot_ha": -684.75220, "largest_force_ha_per_bohr": 0.0562, "species": ["O", "C", "C", "C", "C", "S", "N", "H", "H", "H", "H", "H", "H", "H"], "xyz": [[2.8558, -0.8261, -0.1975], [2.0732, 0.2651, -0.5189], [0.9442, 0.4908, 0.5081], [-0.2066, 1.3430, 0.0714], [-1.0524, 0.0531, 0.1433], [-2.6136, -0.3348, -0.2269], [-0.0046, -0.6601, 0.5499], [3.4651, -0.4751, 0.5366], [1.5395, 0.1154, -1.4643], [2.6434, 1.1754, -0.7632], [1.5178, 0.6474, 1.4420], [-0.5868, 2.1095, 0.7787], [-0.2418, 1.7315, -0.9415], [0.1161, -1.6303, 0.5499]], "mulliken_charge": [-0.50, -0.84, 0.36, -0.58, 0.01, -0.36, -0.09, 0.35, 0.36, 0.32, 0.27, 0.26, 0.27, 0.17]}

---

Entry 3:
{"formula": "C4H7NOS", "method": "ωB97M-V/def2-TZVPD", "e_lumo_ha": [0.0078, -0.0055], "total_charge": 0, "homo_lumo_gap_ev": [7.6, 7.0], "de_lowest_kj_mol": 508.0, "e_tot_ha": -684.61360, "largest_force_ha_per_bohr": 0.1040, "species": ["C", "C", "C", "C", "N", "O", "S", "H", "H", "H", "H", "H", "H", "H"], "xyz": [[0.8804, -0.7853, 0.4002], [0.5650, 0.4465, 0.3501], [0.2925, -1.8124, -0.5579], [-0.7230, 2.2864, 1.0777], [-0.0134, -1.3687, -1.7791], [0.5068, 1.6872, 0.7644], [-0.9746, -0.0558, -1.9128], [1.4450, -1.2208, 1.2941], [0.8474, -2.7801, -0.7110], [-0.6653, -2.0143, -0.0271], [-1.2557, 2.1919, 0.2312], [-0.5928, 3.2316, 1.5355], [-1.0899, 1.6108, 1.8323], [0.7774, -1.4169, -2.4976]], "mulliken_charge": [-0.33, 0.34, -0.52, -0.62, -0.25, -0.36, -0.26, 0.30, 0.39, 0.21, 0.30, 0.21, 0.32, 0.27]}

---

Entry 4:
{"formula": "C4H7NOS", "method": "ωB97M-V/def2-TZVPD", "e_lumo_ha": 0.0273, "smiles": "CS[C@@H]1CC=NO1", "total_charge": 0, "homo_lumo_gap_ev": 9.5, "de_lowest_kj_mol": 449.8, "e_tot_ha": -684.63575, "largest_force_ha_per_bohr": 0.0933, "species": ["C", "S", "C", "C", "C", "N", "O", "H", "H", "H", "H", "H", "H", "H"], "xyz": [[-1.5801, 1.2564, 0.4679], [-1.5780, -0.5282, -0.0044], [0.1989, -0.9203, -0.4865], [1.1887, -1.0814, 0.7084], [1.7235, 0.3860, 0.6633], [1.5201, 1.1027, -0.4055], [0.6613, 0.2745, -1.1020], [-0.9666, 1.5898, 1.4696], [-1.1086, 1.9334, -0.2766], [-2.7475, 1.2466, 0.3113], [0.0642, -1.4611, -1.4293], [1.9780, -1.8756, 0.3093], [0.5737, -1.6173, 1.6676], [2.3368, 0.8752, 1.5539]], "mulliken_charge": [-0.68, -0.13, -0.26, -0.18, -0.21, -0.26, -0.26, 0.22, 0.28, 0.27, 0.36, 0.26, 0.28, 0.30]}

---

Entry 5:
{"formula": "C4H7NOS2", "method": "ωB97M-V/def2-TZVPD", "e_lumo_ha": 0.0111, "smiles": "NC(=S)[C@]1(S)C[C@@H]1O", "total_charge": 0, "homo_lumo_gap_ev": 8.6, "de_lowest_kj_mol": 328.5, "e_tot_ha": -1082.86970, "largest_force_ha_per_bohr": 0.0835, "species": ["N", "C", "S", "C", "S", "C", "C", "O", "H", "H", "H", "H", "H", "H", "H"], "xyz": [[-0.2196, -1.2402, -1.7198], [-0.9510, -0.6999, -0.7587], [-2.5408, -0.7679, -0.5803], [-0.2228, -0.2428, 0.3630], [-0.1124, -1.6404, 1.5633], [-0.3511, 1.1639, 0.8626], [0.9530, 0.6429, 0.3567], [1.7214, 0.9636, -0.8434], [0.8374, -1.1277, -1.6162], [-0.8577, -1.2230, -2.6340], [-1.4417, -1.1931, 2.2304], [-0.7090, 1.8703, 0.1990], [-0.2343, 1.3730, 1.8445], [1.6470, 0.4781, 1.2941], [2.4815, 1.6432, -0.5611]], "mulliken_charge": [-0.38, 0.13, -0.31, 0.05, -0.19, -0.91, 0.06, -0.55, 0.30, 0.30, 0.18, 0.36, 0.33, 0.29, 0.34]}

---

Entry 6:
{"formula": "C4H7NOS2", "method": "ωB97M-V/def2-TZVPD", "e_lumo_ha": 0.0152, "total_charge": 0, "homo_lumo_gap_ev": 8.6, "de_lowest_kj_mol": 502.2, "e_tot_ha": -1082.80356, "largest_force_ha_per_bohr": 0.0873, "species": ["C", "C", "C", "C", "N", "O", "S", "S", "H", "H", "H", "H", "H", "H", "H"], "xyz": [[0.4177, 0.8882, -0.0236], [-2.6985, -0.4531, -0.9199], [1.2834, -0.0479, 0.2406], [2.6656, -0.0599, 0.7223], [-0.3859, 1.5988, -0.5757], [-2.0722, -1.5201, -0.5829], [-3.9960, -0.5991, -1.9678], [2.9493, -0.0465, 2.5392], [0.7944, -1.0634, 0.1023], [-4.2299, 0.6472, -2.0968], [3.1787, -0.9477, 0.4951], [3.4588, 0.7925, 0.3668], [-1.3604, 1.8793, -0.1839], [-2.4153, -2.2883, -0.9108], [2.4102, 1.2201, 2.7952]], "mulliken_charge": [0.53, -0.01, -0.30, -0.82, -0.43, -0.21, -0.19, -0.23, 0.18, 0.16, 0.33, 0.30, 0.33, 0.24, 0.12]}

---

Entry 7:
{"formula": "C4H7NP", "method": "ωB97M-V/def2-TZVPD", "spin_multiplicity": 3, "e_lumo_ha": [-0.2103, -0.2679], "total_charge": 1, "homo_lumo_gap_ev": [6.5, 7.4], "e_tot_ha": -552.19789, "largest_force_ha_per_bohr": 0.0840, "species": ["C", "C", "C", "C", "N", "P", "H", "H", "H", "H", "H", "H", "H"], "xyz": [[1.6128, -2.0384, 0.2893], [1.9731, -0.9851, -0.2500], [-0.9821, 0.6891, -0.5670], [-0.2562, 1.5898, 0.4454], [-1.0993, -0.6557, -0.0266], [-0.1452, -0.6708, 1.4012], [1.3743, -2.9196, 0.8473], [2.1743, 0.0410, -0.5241], [-1.9073, 1.1853, -0.8480], [-0.4960, 0.4866, -1.5119], [0.4056, 2.2324, -0.0958], [-0.7570, 2.2273, 1.1489], [-1.8969, -1.1820, -0.3087]], "mulliken_spin": [0.05, -0.04, 0.06, 0.81, -0.01, 1.06, 0.00, 0.00, 0.05, 0.00, 0.02, 0.01, -0.02]}

---

Entry 8:
{"formula": "C4H7NS", "method": "ωB97M-V/def2-TZVPD", "e_lumo_ha": 0.0298, "smiles": "CSCCC#N", "total_charge": 0, "homo_lumo_gap_ev": 9.7, "de_lowest_kj_mol": 77.3, "e_tot_ha": -609.52906, "largest_force_ha_per_bohr": 0.0361, "species": ["C", "S", "C", "C", "C", "N", "H", "H", "H", "H", "H", "H", "H"], "xyz": [[1.2042, 0.9457, -1.9606], [-0.1008, -0.1114, -1.2856], [-0.7715, 0.7787, 0.1123], [-1.1822, -0.2816, 1.1535], [-0.0067, -0.7782, 1.8664], [0.9925, -1.0262, 2.3993], [1.9887, 1.1791, -1.1982], [0.7188, 1.8473, -2.4218], [1.7520, 0.3363, -2.7075], [-1.7135, 1.2259, -0.1108], [-0.0727, 1.4970, 0.5662], [-1.6145, -1.1348, 0.6600], [-1.8568, 0.0273, 1.9565]], "mulliken_charge": [-0.80, -0.08, -0.53, -0.63, 0.29, -0.42, 0.28, 0.26, 0.32, 0.31, 0.36, 0.32, 0.32]}

---

Entry 9:
{"formula": "C4H7NS", "method": "ωB97M-V/def2-TZVPD", "e_lumo_ha": [-0.0809, -0.0809], "total_charge": 0, "homo_lumo_gap_ev": [4.4, 4.4], "de_lowest_kj_mol": 540.0, "e_tot_ha": -609.35282, "largest_force_ha_per_bohr": 0.0803, "species": ["C", "C", "C", "C", "N", "S", "H", "H", "H", "H", "H", "H", "H"], "xyz": [[1.6019, -0.6717, -0.2824], [2.6150, -1.4562, -0.0556], [-0.4840, 1.7787, 0.4708], [-0.5311, 0.4280, -0.2388], [0.4575, -0.2643, -0.5020], [-3.2046, -1.1267, -0.8765], [3.6485, -1.2467, -0.1303], [2.3103, -2.4496, -0.1021], [-0.3235, 1.7824, 1.5563], [0.3939, 2.2043, 0.0069], [-1.4282, 2.4036, 0.4107], [-3.5234, -1.3998, 0.4406], [-1.5325, 0.0179, -0.6975]], "mulliken_charge": [0.64, -0.87, -0.95, 0.44, -0.05, -0.70, 0.31, 0.28, 0.30, 0.32, 0.29, 0.04, -0.03]}

---

Entry 10:
{"formula": "C4H7NS", "method": "ωB97M-V/def2-TZVPD", "e_lumo_ha": 0.0315, "smiles": "S/N=C\\C1CC1", "total_charge": 0, "homo_lumo_gap_ev": 9.7, "de_lowest_kj_mol": 326.5, "e_tot_ha": -609.43412, "largest_force_ha_per_bohr": 0.0872, "species": ["S", "N", "C", "C", "C", "C", "H", "H", "H", "H", "H", "H", "H"], "xyz": [[-2.0872, -0.7553, -0.0413], [-1.7970, 1.0165, 0.0234], [-0.5707, 1.4298, -0.0316], [0.6457, 0.5502, -0.1467], [1.0781, -0.6537, 0.6963], [0.7872, -0.8477, -0.6997], [-3.4396, -0.5824, 0.4465], [-0.4025, 2.4854, -0.0382], [1.6067, 1.1993, -0.4442], [0.5657, -1.2709, 1.5606], [2.1161, -0.3703, 1.0655], [-0.1708, -1.3634, -1.1376], [1.6683, -0.8375, -1.2529]], "mulliken_charge": [-0.21, -0.48, -0.16, -0.06, -0.19, -0.50, 0.17, 0.37, 0.26, 0.18, 0.22, 0.13, 0.25]}

---

Entry 11:
{"formula": "C4H7NS", "method": "ωB97M-V/def2-TZVPD", "e_lumo_ha": [0.0004, 0.0035], "total_charge": 0, "homo_lumo_gap_ev": [8.4, 7.2], "de_lowest_kj_mol": 411.3, "e_tot_ha": -609.40183, "largest_force_ha_per_bohr": 0.0805, "species": ["C", "C", "C", "C", "N", "S", "H", "H", "H", "H", "H", "H", "H"], "xyz": [[-1.7261, -0.4871, 0.4784], [0.6755, -0.5724, 1.2271], [0.5172, -0.4063, -0.3146], [0.7415, 1.0727, -0.6140], [-0.9262, -0.5973, -0.5348], [-3.1850, -0.4831, 0.9576], [0.7648, 0.3795, 1.8468], [1.1892, -1.3742, 1.6046], [1.1571, -1.0259, -0.9114], [1.6278, 1.3211, -1.1192], [0.6317, 1.6526, 0.2434], [-0.1442, 1.3650, -1.3441], [-1.3232, -0.8446, -1.5197]], "mulliken_charge": [-0.01, -0.98, 0.45, -1.23, -0.11, -0.36, 0.22, 0.34, 0.45, 0.36, 0.37, 0.24, 0.27]}

---

Entry 12:
{"formula": "C4H7NS", "method": "ωB97M-V/def2-TZVPD", "e_lumo_ha": -0.0013, "smiles": "C=CCS.C#N", "total_charge": 0, "homo_lumo_gap_ev": 9.2, "de_lowest_kj_mol": 406.1, "e_tot_ha": -609.40382, "largest_force_ha_per_bohr": 0.1002, "species": ["C", "C", "C", "S", "H", "H", "H", "H", "H", "H", "C", "N", "H"], "xyz": [[0.5279, 0.4387, -0.8791], [-0.4037, 0.3598, 0.1555], [-1.2616, -0.7910, 0.4604], [-3.1301, -0.5871, 0.0560], [0.7631, -0.3957, -1.4291], [0.7709, 1.2740, -1.5809], [-0.7391, 1.2657, 0.5367], [-1.2464, -1.2649, 1.6008], [-1.0564, -1.6199, -0.1646], [-2.8687, -0.4475, -1.2106], [2.7316, 0.5566, 0.5968], [3.0411, -0.5474, 0.7580], [2.8715, 1.7586, 1.1001]], "mulliken_charge": [-1.13, 0.26, -0.78, -0.18, 0.34, 0.32, 0.39, 0.30, 0.35, 0.12, 0.10, -0.36, 0.28]}

---

Entry 13:
{"formula": "C4H7NS2", "method": "ωB97M-V/def2-TZVPD", "e_lumo_ha": 0.0297, "smiles": "N[C@@H]1[C@H]2SCS[C@@H]12", "total_charge": 0, "homo_lumo_gap_ev": 9.3, "de_lowest_kj_mol": 61.9, "e_tot_ha": -1007.71068, "largest_force_ha_per_bohr": 0.0211, "species": ["N", "C", "C", "S", "C", "S", "C", "H", "H", "H", "H", "H", "H", "H"], "xyz": [[-2.9056, -0.0025, -0.0209], [-1.5215, 0.0074, -0.4011], [-0.5748, -0.7606, 0.4981], [0.9222, -1.4723, -0.1616], [1.9500, -0.0023, 0.1243], [0.9237, 1.4750, -0.1614], [-0.5809, 0.7545, 0.4986], [-3.3669, -0.8241, -0.3936], [-3.3578, 0.8513, -0.3986], [-1.2414, -0.0188, -1.4780], [-1.0053, -1.2599, 1.3561], [2.7438, 0.0070, -0.6222], [2.3897, -0.0102, 1.1149], [-0.9935, 1.2345, 1.4165]], "mulliken_charge": [-0.65, 0.10, -0.49, -0.16, -0.54, -0.15, -0.42, 0.24, 0.24, 0.34, 0.43, 0.35, 0.31, 0.38]}

---

Entry 14:
{"formula": "C4H7O2", "method": "ωB97M-V/def2-TZVPD", "spin_multiplicity": 2, "e_lumo_ha": [-0.0049, -0.0419], "total_charge": 0, "homo_lumo_gap_ev": [9.4, 9.1], "de_lowest_kj_mol": 171.8, "e_tot_ha": -306.97531, "largest_force_ha_per_bohr": 0.0463, "species": ["C", "C", "O", "C", "C", "H", "H", "H", "H", "H", "H", "O", "H"], "xyz": [[1.7077, -0.1308, 0.3279], [0.5641, 0.6766, 0.8723], [0.6893, 1.6167, 1.6669], [-0.7168, 0.2573, 0.3678], [-1.9450, 0.6186, 0.6520], [1.4272, -1.1803, 0.2021], [1.9396, 0.2390, -0.6766], [2.5858, -0.0353, 0.9672], [-0.6145, -0.8514, -1.2756], [-2.7973, 0.0889, 0.2222], [-2.1588, 1.4412, 1.3416], [-0.0545, -1.3066, -1.9481], [-0.6270, -1.4340, -2.7197]], "mulliken_spin": [-0.01, 0.04, 0.07, 0.89, -0.14, 0.00, 0.00, 0.00, 0.04, 0.03, 0.04, 0.03, 0.00]}

---

Entry 15:
{"formula": "C4H7O2", "method": "ωB97M-V/def2-TZVPD", "e_lumo_ha": [-0.2137, -0.2138], "total_charge": 1, "homo_lumo_gap_ev": [9.1, 9.1], "de_lowest_kj_mol": 392.5, "e_tot_ha": -306.64363, "largest_force_ha_per_bohr": 0.1232, "species": ["C", "C", "C", "C", "O", "O", "H", "H", "H", "H", "H", "H", "H"], "xyz": [[0.2732, -0.4918, -0.7216], [-0.6762, 1.2719, 1.0106], [0.4385, 0.1609, 1.5424], [0.2799, -1.1772, -1.9382], [-0.9302, 1.1075, -0.3991], [0.6884, -0.6602, 0.4084], [-1.7214, 1.1963, 1.4536], [-0.3954, 2.2713, 1.1327], [1.3612, 0.5427, 2.0828], [-0.1810, -0.3631, 2.2445], [1.2106, -0.9425, -2.5199], [-0.6125, -0.7516, -2.4455], [0.2650, -2.1643, -1.8509]], "mulliken_charge": [0.82, -0.24, -0.29, -0.91, -0.44, -0.19, 0.27, 0.30, 0.36, 0.27, 0.35, 0.34, 0.38]}

---

Entry 16:
{"formula": "C4H7O2S", "method": "ωB97M-V/def2-TZVPD", "e_lumo_ha": 0.1075, "smiles": "O=C([O-])CCCS", "total_charge": -1, "homo_lumo_gap_ev": 6.9, "de_lowest_kj_mol": 15.0, "e_tot_ha": -705.33470, "largest_force_ha_per_bohr": 0.0285, "species": ["O", "C", "O", "C", "C", "C", "S", "H", "H", "H", "H", "H", "H", "H"], "xyz": [[1.2525, 0.8210, 2.9110], [0.7897, 1.3082, 1.8629], [0.2709, 2.4348, 1.6914], [0.9551, 0.4281, 0.5659], [-0.3609, -0.2637, 0.2488], [-0.4202, -0.6279, -1.2228], [-2.0952, -1.2581, -1.7374], [1.8120, -0.1826, 0.8484], [1.2584, 1.0734, -0.2522], [-0.5563, -1.1858, 0.8058], [-1.1829, 0.3721, 0.5565], [-0.1052, 0.1629, -1.8931], [0.1585, -1.5347, -1.3794], [-1.7763, -1.5478, -3.0058]], "mulliken_charge": [-0.74, 0.40, -0.73, -0.51, -0.74, -0.50, -0.27, 0.27, 0.28, 0.28, 0.44, 0.43, 0.30, 0.09]}

---

Entry 17:
{"formula": "C4H7O2Tl", "method": "ωB97M-V/def2-TZVPD", "e_lumo_ha": [-0.4515, -0.4558], "total_charge": 2, "homo_lumo_gap_ev": [4.6, 4.2], "de_lowest_kj_mol": 211.9, "e_tot_ha": -478.65989, "largest_force_ha_per_bohr": 0.0946, "species": ["O", "C", "C", "H", "H", "H", "Tl", "C", "C", "O", "H", "H", "H", "H"], "xyz": [[-0.3055, 1.0632, -1.8226], [0.3421, 2.2083, -1.9027], [0.9656, 2.8548, -0.8970], [1.5872, 3.7217, -1.1237], [0.2693, 2.7033, -2.8845], [0.7261, 2.6379, 0.1482], [-0.6579, -0.2870, -0.6807], [-0.2705, -1.0561, 1.3555], [-1.4494, -1.7038, 1.6141], [-1.6234, -2.9678, 1.3125], [-0.2432, -0.0592, 1.8325], [-2.3055, -1.1760, 2.0470], [0.6226, -1.6559, 1.1457], [-2.3559, -3.1047, 0.6984]], "mulliken_charge": [-0.28, 0.49, -0.78, 0.26, 0.36, 0.10, 1.12, -0.71, 0.00, -0.32, 0.41, 0.43, 0.48, 0.42]}